(1)
{
  "formula": "C20H39AlClO11S",
  "method": "ωB97M-V/def2-TZVPD",
  "elements": ["C", "O", "C", "C", "C", "C", "C", "C", "S", "O", "O", "Cl", "O", "Al", "C", "O", "O", "O", "C", "C", "C", "C", "C", "C", "O", "C", "C", "O", "C", "C", "O", "C", "C", "O", "H", "H", "H", "H", "H", "H", "H", "H", "H", "H", "H", "H", "H", "H", "H", "H", "H", "H", "H", "H", "H", "H", "H", "H", "H", "H", "H", "H", "H", "H", "H", "H", "H", "H", "H", "H", "H", "H", "H"],
  "coordinates": [[0.94, 2.14, 3.37], [1.96, 2.07, 2.41], [2.29, 0.77, 1.99], [1.71, 0.45, 0.58], [1.99, 1.72, -0.26], [1.80, 1.71, -1.78], [0.38, 1.32, -2.22], [-0.26, 2.38, -3.14], [-1.27, 3.58, -2.32], [-0.42, 4.34, -1.44], [-2.04, 4.29, -3.29], [-2.50, 2.47, -1.15], [0.30, 0.45, 0.78], [-0.30, -1.19, 1.18], [-0.35, -1.71, 3.15], [-0.68, -3.09, 3.36], [-0.50, -3.74, 2.10], [-1.83, -1.39, 0.29], [-2.90, -1.98, 0.97], [-3.96, -0.95, 1.42], [-3.32, 0.36, 1.88], [-5.10, -0.75, 0.39], [-5.88, 0.54, 0.61], [-4.60, -0.81, -1.06], [1.21, -1.90, 0.52], [2.23, -0.97, 0.13], [3.45, -1.59, 0.85], [4.75, -1.34, 0.36], [5.13, 0.01, 0.30], [2.28, -1.30, -1.35], [3.42, -0.74, -2.07], [3.66, -1.34, -3.27], [2.59, -1.14, -4.32], [4.70, -1.96, -3.51], [1.03, 3.10, 3.88], [-0.05, 2.10, 2.91], [1.03, 1.36, 4.13], [1.84, 0.04, 2.67], [3.37, 0.65, 2.06], [2.98, 2.11, -0.02], [1.30, 2.46, 0.10], [1.92, 2.76, -2.08], [2.57, 1.18, -2.33], [0.42, 0.43, -2.83], [-0.26, 1.18, -1.35], [-0.88, 1.87, -3.88], [0.47, 2.95, -3.69], [0.64, -1.55, 3.60], [-1.04, -1.12, 3.75], [-0.01, -4.54, 2.31], [-2.61, -2.57, 1.84], [-3.40, -2.68, 0.29], [-4.44, -1.37, 2.31], [-2.50, 0.12, 2.55], [-4.04, 0.92, 2.48], [-2.96, 0.97, 1.06], [-5.81, -1.56, 0.54], [-6.73, 0.56, -0.08], [-6.30, 0.61, 1.61], [-5.28, 1.42, 0.42], [-4.43, -1.84, -1.34], [-3.65, -0.30, -1.12], [-5.32, -0.37, -1.75], [3.41, -1.40, 1.93], [3.31, -2.66, 0.74], [4.35, 0.66, -0.10], [5.45, 0.36, 1.29], [5.99, 0.10, -0.36], [1.34, -1.03, -1.82], [2.36, -2.38, -1.39], [2.49, -0.08, -4.57], [1.63, -1.52, -3.99], [2.91, -1.66, -5.21]],
  "lowdin_charge": [-0.100, -0.163, -0.158, -0.364, -0.096, -0.165, -0.202, -0.281, 0.333, -0.332, -0.353, 0.490, -0.100, 0.105, -0.172, -0.211, -0.060, -0.140, -0.271, -0.310, -0.060, -0.391, -0.097, -0.069, -0.105, -0.351, -0.124, -0.156, -0.113, -0.061, -0.041, -0.491, 0.014, 0.094, 0.081, 0.086, 0.086, 0.103, 0.107, 0.114, 0.119, 0.102, 0.090, 0.090, 0.066, 0.101, 0.107, 0.057, 0.059, 0.097, 0.096, 0.109, 0.133, 0.060, 0.074, 0.033, 0.126, 0.070, 0.075, 0.065, 0.069, 0.051, 0.070, 0.124, 0.133, 0.067, 0.088, 0.091, 0.112, 0.148, 0.085, 0.080, 0.080],
  "charge": -1,
  "homo_energy_ev": -5.854,
  "orbital_gap_ev": 8.2898,
  "e_lumo_ev": 2.44
}


(2)
{
  "formula": "C20H39BCrF4NO18",
  "method": "ωB97M-V/def2-TZVPD",
  "elements": ["Cr", "B", "F", "F", "F", "F", "C", "O", "C", "O", "O", "C", "H", "H", "H", "H", "H", "H", "C", "O", "C", "O", "O", "C", "H", "H", "H", "H", "H", "H", "C", "O", "C", "O", "O", "C", "H", "H", "H", "H", "H", "H", "C", "O", "C", "O", "O", "C", "H", "H", "H", "H", "H", "H", "C", "O", "C", "O", "O", "C", "H", "H", "H", "H", "H", "H", "C", "O", "C", "O", "O", "C", "H", "H", "H", "H", "H", "H", "C", "C", "N", "H", "H", "H"],
  "coordinates": [[-1.30, -0.80, -1.01], [-0.42, 1.35, 0.57], [-0.46, 2.27, -0.47], [0.42, 0.22, 0.25], [0.01, 1.86, 1.79], [-1.65, 0.71, 0.65], [-3.95, 2.82, -0.14], [-4.24, 2.64, -1.50], [-3.49, 1.74, -2.19], [-2.81, 0.86, -1.74], [-3.70, 1.94, -3.47], [-3.34, 1.08, -4.50], [-4.77, 2.60, 0.55], [-3.63, 3.85, 0.06], [-3.11, 2.17, 0.10], [-2.95, 1.62, -5.37], [-4.17, 0.47, -4.85], [-2.52, 0.45, -4.16], [4.34, 6.81, 2.87], [4.07, 6.22, 1.61], [3.90, 4.92, 1.46], [4.10, 4.09, 2.33], [3.43, 4.67, 0.27], [2.49, 3.59, 0.08], [3.52, 7.52, 2.96], [5.34, 7.24, 2.99], [4.35, 6.15, 3.75], [3.07, 2.66, 0.05], [2.05, 3.73, -0.90], [1.77, 3.52, 0.89], [0.39, 2.66, -3.25], [0.13, 1.69, -4.25], [0.08, 0.42, -3.86], [-0.06, 0.00, -2.74], [0.15, -0.30, -4.98], [-0.06, -1.70, -4.85], [0.81, 3.49, -3.82], [1.04, 2.31, -2.46], [-0.56, 3.09, -2.93], [0.45, -2.11, -3.98], [0.26, -2.23, -5.74], [-1.14, -1.89, -4.80], [-3.11, -4.62, 0.73], [-3.65, -3.62, 1.58], [-3.35, -2.35, 1.48], [-2.55, -1.82, 0.74], [-4.07, -1.74, 2.42], [-4.06, -0.33, 2.41], [-3.85, -5.40, 0.59], [-2.15, -5.05, 1.02], [-3.03, -4.20, -0.27], [-4.89, 0.01, 3.03], [-4.08, 0.17, 1.44], [-3.12, 0.00, 2.85], [3.06, -1.63, -1.23], [2.46, -2.88, -1.51], [1.22, -3.13, -1.24], [0.42, -2.33, -0.80], [0.96, -4.40, -1.50], [-0.34, -4.97, -1.46], [4.00, -1.56, -1.77], [3.32, -1.53, -0.17], [2.41, -0.80, -1.49], [-0.72, -5.00, -2.48], [-0.97, -4.35, -0.82], [-0.23, -5.99, -1.08], [-0.01, -0.33, 3.51], [-0.84, -1.49, 3.58], [-0.42, -2.72, 3.29], [-1.18, -3.65, 3.26], [0.90, -2.81, 3.27], [1.42, -4.14, 3.10], [-0.66, 0.54, 3.57], [0.48, -0.28, 2.54], [0.69, -0.34, 4.34], [2.50, -4.18, 3.21], [1.14, -4.55, 2.14], [1.05, -4.82, 3.87], [3.45, 0.37, 2.32], [4.80, 0.32, 1.74], [5.97, 0.00, 1.37], [2.78, -0.14, 1.63], [3.22, 1.44, 2.25], [3.21, -0.10, 3.29]],
  "lowdin_spin": [4.631, 0.005, 0.003, 0.033, 0.002, 0.032, 0.000, 0.003, 0.008, 0.046, 0.003, 0.002, 0.000, 0.000, 0.000, 0.000, 0.000, 0.002, 0.000, 0.002, 0.001, 0.018, 0.006, 0.002, 0.000, 0.000, 0.000, 0.002, 0.000, 0.001, 0.000, 0.004, 0.015, 0.048, 0.005, 0.006, 0.000, 0.000, 0.000, 0.001, 0.000, 0.004, 0.001, 0.003, 0.008, 0.046, 0.003, 0.000, 0.000, 0.000, 0.002, 0.000, 0.000, 0.000, 0.002, 0.005, 0.015, 0.048, 0.005, 0.004, 0.000, 0.001, 0.001, 0.001, 0.002, 0.000, 0.003, 0.007, 0.000, 0.003, 0.000, 0.000, 0.000, 0.001, 0.001, 0.000, 0.000, 0.000, 0.203, 1.068, 1.559, 0.031, 0.043, 0.048],
  "charge": 1,
  "homo_energy_ev": [-7.662, -12.669],
  "orbital_gap_ev": [2.2461, 2.2148],
  "e_lumo_ev": [-5.42, -10.45],
  "spin_multiplicity": 9
}


(3)
{
  "formula": "C20H39BF4N4O4Ti",
  "method": "ωB97M-V/def2-TZVPD",
  "elements": ["Ti", "C", "C", "C", "C", "C", "C", "N", "C", "C", "N", "C", "C", "O", "O", "C", "C", "C", "C", "C", "C", "N", "C", "C", "N", "C", "C", "O", "O", "H", "H", "H", "H", "H", "H", "H", "H", "H", "H", "H", "H", "H", "H", "H", "H", "H", "H", "H", "H", "H", "H", "H", "H", "H", "H", "H", "H", "H", "H", "H", "H", "H", "H", "H", "H", "H", "H", "H", "F", "B", "F", "F", "F"],
  "coordinates": [[-0.13, 0.08, -1.13], [-1.56, 1.52, 2.80], [-2.29, 1.38, 1.45], [-3.01, 0.04, 1.29], [-2.28, -1.31, 1.33], [-1.42, -1.52, 2.57], [-3.40, -2.36, 1.34], [-1.48, -1.48, 0.07], [-0.71, -2.75, 0.02], [0.75, -2.53, 0.34], [1.36, -1.61, -0.64], [1.58, -2.26, -1.95], [1.77, -1.14, -2.96], [2.44, -1.28, -3.96], [1.17, -0.04, -2.59], [2.71, -1.09, -0.19], [3.54, -2.16, 0.51], [2.68, 0.19, 0.65], [2.62, 1.56, -0.07], [3.73, 1.65, -1.13], [2.91, 2.62, 1.00], [1.31, 1.81, -0.79], [0.54, 3.03, -0.48], [-0.47, 2.77, 0.60], [-1.48, 1.75, 0.25], [-2.41, 2.32, -0.74], [-1.86, 2.27, -2.15], [-2.26, 3.01, -3.01], [-0.94, 1.35, -2.30], [-2.19, 1.08, 3.57], [-1.42, 2.57, 3.06], [-0.60, 1.02, 2.82], [-3.10, 2.13, 1.50], [-3.57, 0.06, 0.35], [-3.76, 0.01, 2.08], [-1.98, -1.24, 3.46], [-0.50, -0.93, 2.55], [-1.15, -2.57, 2.69], [-3.99, -2.27, 2.25], [-3.01, -3.38, 1.31], [-4.06, -2.23, 0.48], [0.22, 0.13, 0.44], [-2.21, -1.57, -0.64], [-0.83, -3.17, -0.97], [-1.12, -3.49, 0.71], [1.27, -3.50, 0.35], [0.86, -2.09, 1.33], [0.71, -2.84, -2.24], [2.45, -2.92, -1.95], [3.22, -0.85, -1.12], [3.19, -2.34, 1.53], [4.57, -1.81, 0.58], [3.54, -3.10, -0.03], [3.62, 0.20, 1.20], [1.89, 0.14, 1.41], [4.69, 1.35, -0.70], [3.83, 2.68, -1.47], [3.52, 1.03, -2.00], [3.87, 2.38, 1.47], [2.15, 2.63, 1.79], [3.00, 3.62, 0.58], [1.54, 1.85, -1.78], [0.07, 3.37, -1.40], [1.19, 3.85, -0.16], [-0.96, 3.71, 0.88], [0.08, 2.41, 1.46], [-2.68, 3.35, -0.50], [-3.33, 1.73, -0.76], [-1.12, -1.32, -2.45], [-2.55, -1.37, -2.91], [-2.97, -2.65, -2.56], [-3.20, -0.42, -2.09], [-2.60, -1.08, -4.23]],
  "lowdin_charge": [1.127, -0.054, -0.313, -0.092, -0.508, -0.032, -0.020, -0.028, -0.158, -0.165, -0.180, -0.070, -0.590, 0.105, -0.139, -0.315, -0.038, -0.115, -0.494, -0.013, -0.039, -0.039, -0.147, -0.173, -0.136, -0.082, -0.596, 0.118, -0.131, 0.088, 0.084, 0.063, 0.145, 0.113, 0.132, 0.094, 0.058, 0.088, 0.094, 0.081, 0.102, 0.059, 0.075, 0.120, 0.113, 0.134, 0.107, 0.129, 0.136, 0.128, 0.087, 0.091, 0.081, 0.119, 0.103, 0.100, 0.099, 0.084, 0.094, 0.085, 0.084, 0.107, 0.127, 0.115, 0.143, 0.085, 0.142, 0.127, -0.007, -1.179, 0.145, 0.126, 0.214],
  "homo_energy_ev": -9.538,
  "orbital_gap_ev": 9.5298,
  "e_lumo_ev": -0.01
}


Total energy: -2713.96614, -3662.94179, -2579.62326 (Eh)
Energy relative to the best compared isomer or geometry (same formula, charge and spin): 0.0, 0.0, 0.0 (kJ/mol)